Record 1
Here is a structure of composition C29H79Br12N16O17P3 in a non-equilibrium geometry from the OMol25 dataset. Energies are from ωB97M-V/def2-TZVPD.

XYZ file:
```
156
Properties=species:S:1:pos:R:3:lowdin_charge:R:1
C 30.9253 -0.9300 23.3436 0.05
N 29.7293 -1.2692 24.1790 -0.44
O 28.6029 -0.8919 23.8101 0.03
O 29.8828 -2.0406 25.0924 0.06
H 30.6355 -0.0097 22.8365 0.10
H 31.0732 -1.6581 22.5460 0.10
H 31.6969 -1.0191 24.1084 0.10
C 25.6001 1.9392 32.6336 0.03
N 24.6476 2.7642 33.4175 -0.45
O 24.7591 3.9814 33.4371 0.06
O 23.7080 2.1699 33.8531 0.07
H 26.2959 2.5442 32.0522 0.10
H 25.0396 1.2742 31.9766 0.10
H 26.1847 1.2080 33.1919 0.10
C 25.2070 6.7531 27.1373 0.04
N 25.5146 7.6307 28.3437 -0.45
O 24.4921 7.8369 29.0147 0.04
O 26.6339 8.0197 28.4128 0.09
H 24.4046 7.2706 26.6116 0.10
H 24.7802 5.8632 27.5999 0.09
H 26.1261 6.5040 26.6068 0.09
C 38.6476 3.3002 29.3273 0.04
N 39.6060 3.3906 28.2033 -0.45
O 40.5517 4.1928 28.3250 0.05
O 39.2888 2.6904 27.2861 0.07
H 39.0650 3.8396 30.1776 0.10
H 38.3649 2.2475 29.3386 0.10
H 37.8050 3.8960 28.9767 0.10
C 35.9745 4.0492 18.7535 0.02
N 36.7680 4.7277 19.7823 -0.40
O 36.1908 5.3299 20.6949 0.05
O 37.9289 4.3104 19.9543 0.04
H 35.9760 2.9599 18.7913 0.10
H 36.2994 4.3171 17.7481 0.10
H 34.9043 4.2421 18.8283 0.09
C 25.5530 2.6149 24.6754 0.05
N 25.0930 1.7754 25.8313 -0.40
O 24.5944 0.6665 25.6177 0.06
O 25.1238 2.2548 27.0133 0.00
H 24.7302 3.3267 24.6087 0.10
H 25.7012 2.0838 23.7352 0.10
H 26.4943 3.0850 24.9603 0.10
C 31.9615 -1.7766 31.3096 0.04
N 31.0668 -0.7089 31.8447 -0.42
O 30.4262 0.0019 31.0301 0.03
O 31.1992 -0.3935 33.0179 0.06
H 32.8842 -1.8046 31.8892 0.10
H 32.0431 -1.6552 30.2295 0.10
H 31.4300 -2.7232 31.4071 0.10
O 31.2090 4.8541 15.7302 -0.31
P 29.8843 5.1145 16.3902 0.66
N 29.7561 4.3919 17.9708 -0.28
C 28.5745 4.4039 18.9256 -0.10
C 30.5840 3.2172 18.2541 -0.15
N 28.5845 4.4257 15.4817 -0.32
C 27.4851 3.6346 16.0339 -0.12
C 28.5267 4.6101 14.0231 -0.12
N 29.3936 6.7727 16.7161 -0.31
C 30.3050 7.8463 16.4194 -0.13
C 28.0290 7.1016 16.8919 -0.15
H 27.6503 4.8035 18.5081 0.05
H 28.9560 4.7543 19.8846 0.08
H 28.2943 3.3745 19.1494 0.07
H 30.0967 2.2746 18.0051 0.08
H 31.1396 3.3399 19.1838 0.08
H 31.4445 3.0589 17.6041 0.06
H 26.7688 4.3305 16.4707 0.06
H 26.9544 3.0572 15.2770 0.08
H 27.7519 2.8809 16.7748 0.07
H 28.6866 3.6563 13.5203 0.08
H 27.5311 4.8756 13.6674 0.07
H 29.0667 5.5094 13.7269 0.08
H 30.1179 8.0943 15.3746 0.08
H 30.2564 8.7091 17.0837 0.08
H 31.3424 7.5123 16.4359 0.07
H 27.3924 6.5046 16.2389 0.07
H 27.7878 8.1552 16.7512 0.09
H 27.6902 6.9781 17.9206 0.07
O 35.3372 -0.7999 17.8404 -0.29
P 36.3457 -1.8324 18.1230 0.57
N 37.6662 -1.2726 19.1178 -0.32
C 38.7935 -0.6391 18.4353 -0.11
C 37.5034 -0.9418 20.4582 -0.15
N 36.9452 -2.6377 16.7279 -0.31
C 37.7745 -3.8138 16.7970 -0.14
C 36.7883 -2.0181 15.3760 -0.09
N 35.6570 -3.1252 18.9410 -0.29
C 34.2313 -3.5332 18.7456 -0.08
C 36.4776 -4.1018 19.7061 -0.14
H 38.6272 -0.8492 17.3788 0.06
H 39.8097 -1.0182 18.5430 0.08
H 38.7537 0.4496 18.4696 0.08
H 36.4550 -0.7178 20.6547 0.09
H 38.2948 -0.2789 20.8080 0.09
H 37.6371 -1.8603 21.0297 0.06
H 38.4992 -3.8793 15.9854 0.08
H 38.3614 -4.0357 17.6883 0.07
H 37.1517 -4.7008 16.6810 0.08
H 35.9561 -2.6278 15.0241 0.08
H 36.3570 -1.0171 15.3716 0.07
H 37.6761 -2.1771 14.7639 0.07
H 34.0665 -3.9257 17.7422 0.08
H 33.8317 -4.2152 19.4961 0.08
H 33.7082 -2.6074 18.9850 0.07
H 36.2319 -4.3031 20.7488 0.08
H 37.5182 -3.8063 19.8395 0.06
H 36.5197 -5.0479 19.1664 0.07
O 31.1347 3.3010 25.1654 -0.30
P 32.2252 3.9248 25.9284 0.62
N 31.7189 4.4913 27.4786 -0.31
C 32.6575 4.7819 28.5245 -0.14
C 30.3324 4.2929 27.8827 -0.12
N 32.7804 5.4761 25.2618 -0.29
C 32.2599 5.9825 23.9362 -0.10
C 33.8494 6.3000 25.8038 -0.13
N 33.6534 2.9811 26.1724 -0.29
C 33.7860 1.7438 26.9931 -0.10
C 34.6222 2.9519 25.0630 -0.14
H 33.5249 5.4307 28.4035 0.07
H 32.8506 3.8745 29.0968 0.07
H 32.0631 5.2840 29.2878 0.08
H 30.0785 4.1337 28.9307 0.08
H 29.6840 3.5545 27.4110 0.07
H 29.9295 5.2721 27.6237 0.08
H 31.3368 6.5307 24.1250 0.07
H 32.9080 6.6966 23.4282 0.07
H 32.1625 5.2011 23.1826 0.07
H 34.6696 5.6291 26.0593 0.06
H 34.1070 7.1167 25.1294 0.08
H 33.5615 6.7465 26.7555 0.06
H 33.8221 0.8011 26.4469 0.07
H 34.7192 1.8746 27.5408 0.08
H 32.9274 1.7100 27.6637 0.07
H 34.3316 2.1929 24.3367 0.07
H 35.6600 2.7180 25.3002 0.08
H 34.7039 3.8534 24.4557 0.07
C 38.5163 -2.8933 28.5823 -1.45
Br 40.3610 -2.4026 29.0711 0.54
Br 38.1144 -2.3164 26.6683 0.46
Br 37.1252 -2.0171 29.7552 0.47
H 38.4552 -3.9812 28.5543 -0.03
C 39.4620 9.6120 28.8017 -1.52
Br 38.5199 9.3978 30.5672 0.48
Br 39.4802 11.4489 28.1404 0.55
Br 38.4705 8.4601 27.5539 0.51
H 40.4447 9.1782 28.9869 -0.02
C 27.1955 8.9494 23.1565 -1.55
Br 28.0188 9.7341 21.4980 0.50
Br 26.2871 7.2850 22.7227 0.52
Br 26.0332 10.2652 23.9808 0.56
H 27.9310 8.6143 23.8878 -0.03
C 32.1210 12.0424 27.4442 -1.51
Br 32.3759 12.8840 25.7463 0.53
Br 33.9068 11.5978 28.1263 0.52
Br 31.2327 10.3135 26.8910 0.45
H 31.5002 12.6906 28.0627 0.00
```

## Properties
Orbital gap: 7.291 eV
Lowest unoccupied orbital energy: -0.035 hartree
E_HOMO: -8.26 eV

=====

Record 2
Here is an isolated molecule of C2H7N3S in a non-equilibrium geometry from the OMol25 dataset. Energies are from ωB97M-V/def2-TZVPD.

XYZ file:
```
13
Properties=species:S:1:pos:R:3:lowdin_charge:R:1
C -1.4244 -1.0836 -0.5993 -0.06
C -0.5165 -0.1402 0.0781 -0.51
N -0.7869 0.0691 1.3434 -0.39
S -0.1906 1.1483 2.4806 0.71
N 0.4682 0.5426 -0.6381 -0.08
N 1.7157 0.5694 -0.0046 -0.04
H -1.8399 -1.7408 0.1259 0.06
H -1.0688 -1.6395 -1.5035 0.08
H -2.2315 -0.4229 -1.0650 0.11
H 0.8549 1.5823 1.8416 -0.22
H 0.4669 0.1718 -1.6058 0.13
H 2.3559 1.2852 -0.4065 0.10
H 2.1969 -0.3417 -0.0468 0.10
```

## Properties
Orbital gap: 8.624 eV
Lowest unoccupied orbital energy: 0.027 hartree
E_HOMO: -7.89 eV

=====

Record 3
Here is an isolated molecule of C24H29N3O2S from the OMol25 dataset. Energies are from ωB97M-V/def2-TZVPD.

XYZ file:
```
59
Properties=species:S:1:pos:R:3:lowdin_charge:R:1
C -4.1892 -1.8549 -1.8895 -0.05
C -4.2231 -0.9380 -0.6643 -0.36
C -4.8235 -1.6459 0.5660 -0.15
C -3.8500 -2.6434 1.1899 -0.19
C -2.5057 -1.9703 1.4541 -0.15
C -1.9838 -1.3577 0.1475 -0.36
C -0.5635 -0.8146 0.3052 -0.05
N -2.9051 -0.3668 -0.3998 -0.12
C -2.9816 0.9013 0.3047 -0.18
C -3.2449 2.0490 -0.6852 -0.15
C -2.4761 3.3143 -0.2992 -0.18
N -1.0501 3.1230 -0.4319 0.07
C -0.2296 2.9672 0.6319 -0.47
O -0.5935 3.1046 1.7842 0.07
C 1.1809 2.6059 0.2856 -0.13
C 1.8146 3.0298 -0.8787 -0.03
C 3.1276 2.6689 -1.1115 -0.08
C 3.8167 1.8774 -0.2052 -0.44
C 3.1946 1.4389 0.9634 -0.23
C 1.8814 1.8323 1.1999 0.05
N 3.8523 0.6899 1.9388 0.14
C 4.6407 -0.4238 1.8541 -0.43
O 5.0003 -0.9763 2.8735 0.09
C 4.9712 -0.9867 0.5164 -0.14
C 4.9204 -2.3753 0.4057 -0.01
C 5.2780 -3.0095 -0.7680 -0.07
C 5.7174 -2.2626 -1.8496 -0.07
C 5.7805 -0.8850 -1.7543 -0.10
C 5.4026 -0.2489 -0.5809 -0.45
S 5.5333 1.5274 -0.5234 1.03
H -3.7248 -2.8116 -1.6711 0.06
H -5.2034 -2.0419 -2.2337 0.08
H -3.6316 -1.3739 -2.6888 0.08
H -4.8725 -0.0930 -0.9201 0.14
H -5.7468 -2.1497 0.2754 0.11
H -5.0804 -0.8934 1.3156 0.11
H -3.7013 -3.4908 0.5169 0.11
H -4.2695 -3.0325 2.1207 0.11
H -1.7871 -2.6976 1.8362 0.12
H -2.6220 -1.1830 2.2024 0.12
H -1.9373 -2.1535 -0.6052 0.14
H -0.2846 -0.2299 -0.5682 0.08
H 0.1316 -1.6458 0.4003 0.08
H -0.4620 -0.1950 1.1926 0.07
H -3.7520 0.9115 1.0887 0.12
H -2.0271 1.0833 0.7913 0.09
H -4.3078 2.2863 -0.7358 0.11
H -2.9261 1.7229 -1.6779 0.11
H -2.7815 4.1506 -0.9365 0.12
H -2.6645 3.5739 0.7447 0.12
H -0.7189 2.8535 -1.3447 0.13
H 1.3083 3.6722 -1.5830 0.11
H 3.6446 3.0153 -1.9930 0.10
H 1.3903 1.5441 2.1179 0.13
H 3.5543 0.8759 2.8907 0.16
H 4.6060 -2.9430 1.2685 0.12
H 5.2281 -4.0856 -0.8352 0.11
H 6.0147 -2.7510 -2.7653 0.11
H 6.1302 -0.2883 -2.5828 0.10
```

## Properties
Orbital gap: 8.554 eV
Lowest unoccupied orbital energy: 0.014 hartree
E_HOMO: -8.17 eV

=====

The lowest lowest unoccupied orbital energy belongs to which entry?
C29H79Br12N16O17P3